1.
{
  "formula": "C40H53N8OS3Sr",
  "method": "ωB97M-V/def2-TZVPD",
  "orbital_gap_ev": 7.5,
  "charge": 1,
  "e_lumo_ev": -2.5756,
  "relative_energy_kcal_mol": 0.0,
  "homo_ev": -10.07,
  "elements": ["Sr", "C", "C", "N", "N", "C", "O", "C", "C", "C", "C", "C", "C", "C", "C", "C", "C", "C", "N", "H", "H", "H", "H", "H", "H", "H", "H", "H", "H", "H", "H", "C", "C", "C", "C", "C", "C", "C", "N", "C", "C", "C", "C", "C", "C", "C", "N", "C", "C", "C", "C", "H", "H", "H", "H", "H", "H", "H", "H", "H", "H", "H", "H", "H", "H", "H", "H", "H", "H", "H", "H", "H", "H", "H", "H", "S", "C", "N", "C", "C", "S", "H", "H", "H", "H", "H", "C", "N", "C", "C", "S", "N", "C", "C", "H", "H", "H", "H", "H", "H", "H", "H", "H", "H", "H", "H"],
  "xyz": [[-0.84, -1.56, 1.01], [-2.98, -2.97, 5.17], [-2.60, -2.60, 3.77], [-1.45, -2.16, 3.43], [-0.46, -2.04, 4.38], [0.55, -1.33, 3.91], [0.65, -0.80, 2.76], [1.71, -1.15, 4.85], [1.60, -1.45, 6.21], [2.69, -1.28, 7.05], [3.89, -0.81, 6.54], [4.01, -0.51, 5.19], [2.92, -0.67, 4.35], [-3.63, -2.75, 2.69], [-4.84, -3.37, 2.96], [-5.77, -3.54, 1.95], [-5.47, -3.08, 0.68], [-4.25, -2.46, 0.49], [-3.36, -2.29, 1.46], [-2.17, -2.73, 5.85], [-3.20, -4.03, 5.25], [-3.88, -2.42, 5.49], [0.66, -1.82, 6.59], [2.60, -1.51, 8.10], [4.74, -0.68, 7.20], [4.95, -0.15, 4.80], [2.98, -0.44, 3.30], [-5.06, -3.73, 3.96], [-6.71, -4.04, 2.15], [-6.16, -3.20, -0.15], [-3.98, -2.07, -0.49], [-2.14, 5.91, 0.05], [-0.91, 5.15, -0.49], [-0.77, 5.46, -1.98], [0.35, 5.64, 0.24], [-1.08, 3.66, -0.22], [-1.29, 3.21, 1.08], [-1.36, 1.85, 1.32], [-1.28, 0.94, 0.35], [-1.11, 1.35, -0.91], [-0.99, 2.70, -1.21], [-1.04, 0.30, -1.98], [-1.12, 0.66, -3.33], [-1.03, -0.31, -4.32], [-0.87, -1.63, -3.90], [-0.82, -1.91, -2.55], [-0.91, -0.97, -1.61], [-1.10, 0.02, -5.80], [-1.22, 1.52, -6.06], [-2.32, -0.68, -6.41], [0.18, -0.49, -6.48], [-2.02, 6.98, -0.15], [-2.25, 5.78, 1.13], [-3.05, 5.57, -0.44], [-0.68, 6.54, -2.12], [-1.64, 5.12, -2.55], [0.13, 5.00, -2.41], [0.50, 6.70, 0.06], [1.24, 5.11, -0.13], [0.28, 5.48, 1.31], [-1.37, 3.90, 1.91], [-1.48, 1.47, 2.33], [-0.82, 3.01, -2.23], [-1.26, 1.69, -3.60], [-0.80, -2.44, -4.61], [-0.69, -2.93, -2.19], [-2.13, 1.94, -5.62], [-1.26, 1.71, -7.13], [-0.36, 2.07, -5.66], [-3.24, -0.32, -5.96], [-2.27, -1.76, -6.28], [-2.36, -0.49, -7.49], [1.07, -0.04, -6.03], [0.17, -0.23, -7.54], [0.28, -1.57, -6.41], [-0.63, -4.59, 0.57], [0.90, -4.53, 1.25], [1.20, -4.07, 2.46], [2.62, -3.86, 2.75], [3.39, -4.79, 1.83], [2.31, -5.04, 0.39], [0.48, -3.69, 3.07], [2.81, -4.07, 3.80], [2.86, -2.81, 2.56], [3.59, -5.75, 2.30], [4.32, -4.35, 1.50], [2.96, -0.83, -3.13], [2.71, 0.35, -2.32], [2.22, 1.50, -3.08], [2.58, 0.26, -0.97], [2.38, -1.24, -0.22], [2.63, 1.42, -0.27], [2.19, 1.50, 1.11], [3.48, 2.54, -0.68], [3.44, -0.52, -4.05], [2.02, -1.35, -3.37], [3.60, -1.52, -2.59], [1.54, 1.14, -3.86], [3.03, 2.05, -3.57], [1.67, 2.17, -2.43], [1.56, 0.66, 1.37], [1.64, 2.44, 1.25], [3.05, 1.50, 1.79], [4.12, 2.25, -1.51], [4.12, 2.81, 0.16], [2.90, 3.42, -0.97]]
}



2.
{
  "formula": "C29H31FeN9O2S3",
  "method": "ωB97M-V/def2-TZVPD",
  "orbital_gap_ev": [7.4, 7.2],
  "s_squared": 6.01,
  "e_lumo_ev": [0.2610, 0.1302],
  "multiplicity": 5,
  "homo_ev": [-7.09, -7.09],
  "elements": ["Fe", "C", "C", "N", "N", "C", "N", "S", "C", "C", "C", "C", "C", "N", "H", "H", "H", "H", "H", "H", "H", "H", "H", "N", "C", "C", "C", "C", "C", "C", "S", "O", "O", "N", "C", "S", "C", "C", "N", "H", "H", "H", "H", "H", "H", "H", "H", "C", "C", "C", "C", "N", "C", "C", "H", "H", "H", "H", "H", "H", "H", "C", "C", "C", "C", "N", "C", "C", "H", "H", "H", "H", "H", "H", "H"],
  "xyz": [[-0.22, 0.00, -0.02], [4.19, -1.45, 0.20], [2.75, -1.22, -0.19], [2.17, -0.08, -0.01], [2.85, 0.96, 0.48], [2.30, 2.13, 0.31], [2.94, 3.21, 0.84], [0.85, 2.44, -0.54], [1.98, -2.24, -0.87], [2.52, -3.49, -1.19], [1.76, -4.40, -1.89], [0.46, -4.05, -2.25], [0.00, -2.79, -1.90], [0.72, -1.90, -1.24], [4.50, -0.63, 0.85], [4.84, -1.46, -0.68], [4.31, -2.39, 0.73], [3.90, 3.11, 1.10], [2.63, 4.11, 0.49], [3.53, -3.73, -0.90], [2.16, -5.37, -2.14], [-0.17, -4.73, -2.79], [-0.99, -2.48, -2.18], [4.86, -6.08, 2.01], [3.53, -5.77, 1.83], [2.78, -6.43, 0.85], [1.45, -6.11, 0.67], [0.85, -5.14, 1.46], [1.57, -4.54, 2.48], [2.90, -4.84, 2.66], [-0.87, -4.74, 1.22], [-1.32, -5.46, 0.05], [-1.55, -5.00, 2.46], [-0.82, -3.13, 0.91], [-1.96, -2.62, 0.53], [-3.48, -3.54, 0.56], [-4.29, -2.13, -0.03], [-3.42, -1.11, -0.21], [-2.12, -1.37, 0.11], [5.33, -6.57, 1.27], [5.42, -5.42, 2.53], [3.25, -7.19, 0.25], [0.84, -6.60, -0.08], [1.05, -3.85, 3.13], [3.47, -4.37, 3.45], [-5.35, -2.13, -0.19], [-3.68, -0.14, -0.59], [0.01, -0.14, 6.51], [0.17, -0.02, 5.03], [0.01, 1.19, 4.37], [0.08, 1.23, 2.99], [0.28, 0.15, 2.24], [0.51, -1.01, 2.87], [0.46, -1.13, 4.25], [-0.59, 0.68, 6.90], [0.99, -0.10, 7.00], [-0.45, -1.08, 6.78], [-0.17, 2.10, 4.93], [-0.04, 2.16, 2.46], [0.69, -1.86, 2.22], [0.64, -2.09, 4.71], [-5.59, 4.09, -0.20], [-4.37, 3.23, -0.14], [-3.56, 3.03, -1.25], [-2.42, 2.26, -1.13], [-2.06, 1.67, 0.00], [-2.83, 1.85, 1.06], [-3.98, 2.62, 1.05], [-5.88, 4.28, -1.23], [-5.40, 5.04, 0.28], [-6.41, 3.60, 0.32], [-3.83, 3.47, -2.20], [-1.76, 2.10, -1.98], [-2.51, 1.35, 1.97], [-4.57, 2.73, 1.95]]
}



3.
{
  "formula": "C6H15NP",
  "method": "ωB97M-V/def2-TZVPD",
  "orbital_gap_ev": 10.7,
  "charge": 1,
  "e_lumo_ev": -3.6819,
  "relative_energy_kcal_mol": 20.7,
  "homo_ev": -14.38,
  "elements": ["C", "C", "C", "C", "C", "C", "N", "P", "H", "H", "H", "H", "H", "H", "H", "H", "H", "H", "H", "H", "H", "H", "H"],
  "xyz": [[1.28, 0.47, 0.13], [2.65, 0.06, 0.09], [0.92, 1.80, 0.65], [-1.71, -0.09, 1.15], [-1.92, -0.63, -1.40], [-1.10, 0.02, -0.28], [0.31, -0.31, -0.20], [0.96, -1.99, -0.82], [3.40, 0.90, 0.13], [2.87, -0.64, -0.72], [2.75, -0.57, 0.97], [1.55, 2.18, 1.39], [-0.09, 1.65, 1.11], [0.56, 2.54, -0.15], [-1.31, -1.01, 1.72], [-1.88, 0.80, 1.76], [-2.86, -0.20, 0.93], [-2.03, -1.72, -1.18], [-1.20, -0.80, -2.23], [-2.83, 0.02, -1.62], [-1.13, 1.12, -0.50], [1.28, -2.57, 0.37], [-0.29, -2.69, -0.79]]
}



4.
{
  "formula": "C3H8N4O2",
  "method": "ωB97M-V/def2-TZVPD",
  "orbital_gap_ev": 9.8,
  "e_lumo_ev": 0.6084,
  "relative_energy_kcal_mol": 93.1,
  "homo_ev": -9.23,
  "elements": ["C", "C", "C", "H", "H", "H", "H", "H", "H", "H", "H", "N", "N", "N", "N", "O", "O"],
  "xyz": [[-1.41, -0.67, -0.21], [0.05, -0.46, 0.17], [0.97, 0.26, -0.82], [-0.79, 1.74, 0.81], [-0.78, 1.82, -0.90], [-3.04, 0.53, -0.24], [0.35, -1.46, 0.14], [1.08, 0.49, 1.57], [0.44, 0.60, -1.66], [2.33, -1.22, 0.58], [3.90, -0.44, 0.24], [-1.32, 1.80, 0.02], [-2.10, 0.55, -0.11], [2.33, 0.36, -0.82], [2.85, -0.33, 0.23], [-1.86, -1.79, -0.29], [0.18, 0.10, 1.45]]
}